No. 1
{"formula": "C31H36CaI2N4O6S", "method": "ωB97M-V with the def2-TZVPD basis set", "e_above_lowest_kj_mol": 0.0, "e_tot_ev": -96456.2182, "total_charge": -2, "multiplicity": 1, "gap_ev": 5.6486, "homo_energy_ev": -1.9, "elements": ["Ca", "C", "C", "C", "N", "C", "C", "C", "C", "C", "C", "C", "N", "C", "C", "C", "N", "C", "C", "C", "C", "C", "C", "C", "N", "C", "C", "H", "H", "H", "H", "H", "H", "H", "H", "H", "H", "H", "H", "H", "H", "H", "H", "H", "H", "H", "H", "H", "H", "H", "H", "H", "H", "O", "C", "C", "O", "C", "C", "O", "C", "O", "O", "C", "C", "S", "O", "C", "C", "H", "H", "H", "H", "H", "H", "H", "H", "H", "H", "I", "I"], "coordinates": [[0.67038, -0.37008, -0.01757], [-2.44207, 2.40648, 1.20686], [-1.26126, 3.36000, 1.40841], [0.13166, 2.81188, 1.04787], [0.40949, 1.48335, 1.56524], [0.55776, 1.31881, 2.85108], [0.66771, 2.39613, 3.78180], [0.66734, 2.43835, 5.16167], [0.46494, 1.43981, 6.10209], [0.28249, 0.09375, 5.79482], [0.37734, -0.57272, 4.59752], [0.70591, -0.12345, 3.27225], [1.05120, -0.92686, 2.31744], [1.29839, -2.32850, 2.60613], [0.06648, -3.21874, 2.40860], [-0.30055, -3.43485, 0.93602], [-0.83952, -2.24532, 0.30794], [-2.12264, -2.07482, 0.24520], [-3.06907, -2.91119, 0.93378], [-4.41555, -3.11426, 0.74659], [-5.29711, -2.55612, -0.17691], [-4.97331, -1.51955, -1.04424], [-3.82607, -0.76357, -1.16157], [-2.56038, -0.83198, -0.49757], [-1.66670, 0.11207, -0.53994], [-2.00452, 1.39091, -1.12493], [-2.93242, 2.21876, -0.22900], [-3.28165, 2.78681, 1.79776], [-2.18703, 1.43020, 1.62636], [-1.24831, 3.64893, 2.46126], [-1.42780, 4.28039, 0.83276], [0.89105, 3.54239, 1.36715], [0.23811, 2.75396, -0.03425], [0.79191, 3.36446, 3.31380], [0.80988, 3.43551, 5.57430], [0.42545, 1.72947, 7.14572], [0.04903, -0.54645, 6.64369], [0.19863, -1.63804, 4.66695], [1.69775, -2.46590, 3.61886], [2.07238, -2.66588, 1.91127], [-0.79027, -2.78746, 2.93652], [0.27347, -4.19603, 2.85954], [-0.98222, -4.28987, 0.84657], [0.61429, -3.70078, 0.39677], [-2.63197, -3.50395, 1.72760], [-4.85303, -3.85178, 1.41723], [-6.31068, -2.93902, -0.20462], [-5.77469, -1.21697, -1.71624], [-3.89874, 0.04016, -1.88431], [-2.45096, 1.30704, -2.12576], [-1.07370, 1.93817, -1.27214], [-3.90413, 1.71657, -0.20476], [-3.09092, 3.19992, -0.69696], [3.57002, -4.56478, -4.18053], [3.03965, -3.76866, -3.43873], [3.39438, -3.49979, -1.99321], [4.29949, -4.03392, -1.36775], [2.47480, -2.47634, -1.55352], [1.54737, -2.10316, -2.56011], [0.63621, -1.25602, -2.41940], [1.90542, -2.83310, -3.80089], [1.40835, -2.70374, -4.90458], [2.45678, -1.91079, -0.37502], [0.83163, 3.88685, -4.44635], [1.46646, 3.26076, -3.21587], [0.94457, 1.54728, -2.93458], [1.53520, 1.27430, -1.58088], [1.97865, 0.73866, -4.18506], [3.41867, 0.57145, -3.74435], [1.12478, 4.93452, -4.53058], [-0.25692, 3.84390, -4.38452], [1.13412, 3.38620, -5.36672], [1.14062, 3.76987, -2.30794], [2.55861, 3.28135, -3.23440], [1.87648, 1.35007, -5.08628], [1.49290, -0.21505, -4.38111], [3.96256, 1.51780, -3.71720], [3.93204, -0.10090, -4.43323], [3.46424, 0.13553, -2.74899], [4.35524, -0.74873, 0.30912], [6.51187, 0.86628, 1.07804]]}



No. 2
{"formula": "C31H36Cl4O2Si4Tc", "method": "ωB97M-V with the def2-TZVPD basis set", "e_tot_ev": -120626.6664, "total_charge": -2, "s_squared": 1.0341, "multiplicity": 2, "gap_ev": [5.9953, 5.5820], "homo_energy_ev": [-1.7, -1.3], "elements": ["Tc", "Cl", "C", "C", "Cl", "C", "Cl", "C", "O", "C", "O", "C", "Cl", "C", "Si", "C", "C", "C", "C", "C", "C", "C", "Si", "C", "C", "H", "H", "H", "H", "H", "H", "H", "H", "H", "H", "H", "H", "H", "H", "H", "H", "C", "Si", "C", "C", "H", "H", "H", "H", "H", "H", "H", "H", "H", "C", "C", "C", "C", "C", "C", "Si", "C", "C", "C", "C", "C", "C", "H", "H", "H", "H", "H", "H", "H", "H", "H", "H", "H"], "coordinates": [[-0.52584, 1.46328, -0.45458], [-2.66574, 1.25458, -6.80818], [-2.61264, 1.27998, -5.07628], [-3.67144, 1.79888, -4.36168], [-5.04234, 2.47018, -5.18168], [-3.62044, 1.80088, -2.97008], [-4.94254, 2.45858, -2.05518], [-2.51214, 1.31018, -2.27218], [-2.44054, 1.32548, -0.99388], [-1.38724, 0.78068, -3.01928], [-0.37764, 0.33938, -2.33438], [-1.48844, 0.78138, -4.40868], [-0.19824, 0.17458, -5.38978], [-0.92374, -2.36962, -3.35448], [0.76576, -1.83932, -2.60708], [2.10236, -0.77752, -3.48958], [1.73246, -3.52412, -2.72428], [2.07366, -4.40582, -3.72928], [2.87116, -5.50842, -3.45318], [3.32556, -5.73672, -2.16548], [2.98986, -4.85512, -1.14738], [2.20196, -3.75242, -1.42228], [1.49066, -2.28642, -0.41058], [2.94476, -1.26362, 0.28842], [0.50436, -3.12842, 0.99722], [-0.84534, -2.58092, -4.41708], [-1.69764, -1.62212, -3.22878], [-1.26314, -3.27802, -2.86328], [2.14566, -0.96242, -4.56068], [3.07106, -1.04542, -3.07168], [1.95126, 0.28438, -3.33248], [1.72356, -4.24042, -4.73988], [3.14066, -6.19852, -4.24428], [3.94476, -6.60462, -1.95828], [3.34616, -5.03462, -0.14028], [3.18196, -1.51492, 1.31662], [2.70116, -0.20922, 0.25562], [3.83556, -1.41722, -0.31278], [1.18826, -3.50922, 1.75092], [-0.07064, -3.96922, 0.61672], [-0.17314, -2.42572, 1.47252], [-2.88664, 4.08098, 0.86152], [-1.01344, 3.71918, 0.39572], [-0.10854, 4.69608, 1.82372], [-0.84834, 4.99768, -1.08388], [-2.99724, 4.57498, 1.82522], [-3.45504, 3.15698, 0.90142], [-3.35524, 4.71188, 0.10852], [-0.48344, 5.71118, 1.92822], [0.95826, 4.75458, 1.63372], [-0.24014, 4.19018, 2.77472], [-1.16404, 5.99618, -0.78738], [-1.48034, 4.70468, -1.92148], [0.17316, 5.06678, -1.45038], [3.67776, 0.18528, 4.24392], [2.75996, -0.85342, 4.32282], [1.57886, -0.80232, 3.61422], [1.25616, 0.28298, 2.78682], [2.22566, 1.29728, 2.68772], [3.40066, 1.25938, 3.40592], [-0.32994, 0.46058, 1.71972], [-1.62454, 0.26988, 3.12872], [-2.47434, 1.33538, 3.46702], [-3.37634, 1.25078, 4.50592], [-3.49484, 0.07818, 5.24642], [-2.71504, -1.01452, 4.88882], [-1.81234, -0.91852, 3.85202], [4.59586, 0.15238, 4.81842], [2.98626, -1.70892, 4.95062], [0.89816, -1.63362, 3.69672], [2.02106, 2.11998, 2.01772], [4.11476, 2.07198, 3.32502], [1.08686, 1.73038, -0.41068], [-2.39744, 2.24408, 2.89082], [-3.99544, 2.10318, 4.76302], [-4.19514, 0.01308, 6.07082], [-2.82464, -1.95592, 5.41552], [-1.23494, -1.79082, 3.58322]]}



Q: What is the formula in the second record?
A: C31H36Cl4O2Si4Tc



Q: multiplicity of number 1 (C31H36CaI2N4O6S)?
A: 1



Q: Which of these has the lowest multiplicity?
A: C31H36CaI2N4O6S